# 1
Molecular formula: C22H54N4O8
Method: DFT, ωB97M-V/def2-TZVPD

Geometry as XYZ:
```
88
Properties=species:S:1:pos:R:3:lowdin_charge:R:1
O 2.15179 -2.38695 1.94063 0.0553
O -1.36159 -1.00756 10.96734 0.0629
O 0.83993 -1.61051 3.35821 0.0966
O -5.77299 0.60626 3.63163 0.0418
O -3.53343 -3.13907 0.03290 0.0422
O -1.08370 0.39826 9.28266 0.0272
O -4.57791 2.28987 2.83723 0.0297
O -2.00073 -4.75788 -0.28708 0.0795
N 1.39175 -1.51907 2.33307 -0.4965
N -2.91523 -4.19472 0.27257 -0.4295
N -1.58122 -0.62433 9.81679 -0.4274
N -5.53957 1.47881 2.77831 -0.3970
C -6.62364 1.76111 1.76611 0.0398
C 3.43412 -6.25015 8.46269 -0.2474
C 6.60537 6.36581 -7.87078 -0.2472
C 5.53011 4.54751 -6.39206 -0.1894
C -3.32596 -4.81544 1.56307 0.0201
C -2.52195 -1.31390 8.93204 0.0279
C 5.11123 3.00513 -6.28058 -0.2838
C 1.11938 -6.73836 9.36308 -0.1230
C -7.84872 1.57449 -9.19351 -0.1191
C 4.83804 -4.30686 9.25463 -0.2368
C -6.53997 2.13113 -8.71179 -0.2650
C 5.96419 4.94432 -7.85601 -0.2182
C 1.56182 -0.24615 1.71324 0.0196
C 4.84427 2.54772 -4.89441 -0.1440
C -4.70442 2.27151 -7.00014 -0.2601
C 5.50578 7.50464 -7.77305 -0.1019
C -4.37593 2.05218 -5.55734 -0.3090
C 5.13659 -2.81888 8.88371 -0.1183
C -2.93384 2.41865 -5.26653 -0.1180
C -6.18581 1.88450 -7.24287 -0.2263
C 2.11844 -6.92334 8.24539 -0.2965
C 3.44433 -4.72231 8.61997 -0.1947
H 4.91708 -4.51806 10.32105 0.1002
H 6.78930 4.32922 -8.21509 0.0954
H 4.25109 2.87511 -6.93736 0.1017
H -2.41960 -4.94241 2.15511 0.0978
H 4.60222 1.50303 -5.08971 0.0715
H 4.61946 5.09570 -6.15061 0.0963
H 5.67635 -4.84679 8.81437 0.0908
H 1.59213 -6.70917 7.31521 0.1060
H 6.29715 4.75668 -5.64641 0.1020
H 1.48228 -7.24501 10.25734 0.0731
H 3.29565 -4.31723 7.61901 0.1054
H -4.51793 1.00069 -5.30775 0.1128
H -4.53413 3.31707 -7.25684 0.1170
H 7.24467 6.48555 -8.74545 0.0934
H -2.38216 1.78077 -5.95708 0.0747
H -6.20055 0.84524 -6.91451 0.1071
H 4.64466 -2.23360 9.66060 0.0581
H -5.03191 2.64839 -4.92305 0.1076
H 1.05126 -5.73550 9.78468 0.0567
H -3.64458 -5.84927 1.42980 0.0954
H 6.16272 -2.48082 9.02821 0.0635
H 2.31579 -7.99492 8.21569 0.1034
H 5.73582 2.50656 -4.26868 0.0715
H -8.52782 2.39394 -9.42892 0.0658
H 6.07382 8.39656 -7.50861 0.0565
H -6.27971 1.59385 0.74540 0.0982
H 4.11058 3.10271 -4.30980 0.0750
H -2.83540 2.41834 -4.18098 0.0744
H -2.63775 3.38527 -5.67405 0.0677
H 5.10324 4.77750 -8.50335 0.1046
H -3.39466 -0.66103 8.91683 0.1056
H 0.11897 -7.04217 9.05490 0.0711
H -7.76726 1.04210 -10.14115 0.0667
H -6.90654 2.80496 1.90188 0.0957
H 3.98334 -6.45779 7.54436 0.1125
H 2.09338 -0.39750 0.77375 0.1079
H -4.09573 -4.26493 2.10390 0.0946
H 7.21775 6.44731 -6.97275 0.0903
H 3.87643 -6.78740 9.30163 0.1147
H -7.50050 1.17901 2.04962 0.0918
H 1.90120 0.48007 2.45184 0.1143
H -5.73993 1.67735 -9.29670 0.1052
H 4.98831 7.56645 -8.73038 0.0665
H 4.86226 7.41514 -6.89785 0.0577
H -4.11551 1.64408 -7.66919 0.1139
H -2.75042 -2.31957 9.28495 0.1016
H -2.07210 -1.18673 7.94738 0.1021
H -6.50088 3.21378 -8.83198 0.1084
H 5.86764 2.33603 -6.69078 0.1021
H -8.33947 0.92208 -8.47129 0.0713
H -6.64428 2.34283 -6.36661 0.1050
H 2.61986 -4.32745 9.21363 0.0978
H 4.59428 -2.54080 7.98002 0.0635
H 0.57947 0.16843 1.48696 0.1028
```

Computed properties:
**Structure (SMILES)**: C[N+](=O)[O-].C[N+](=O)[O-].C[N+](=O)[O-].C[N+](=O)[O-].CCCCCC.CCCCCC.CCCCCC
**Maximum force**: 4.4 eV/Å
**Gap between HOMO and LUMO**: 0.3702 Ha
**LUMO energy**: -0.295 eV
**Molar mass**: 502.69 g mol⁻¹
**HOMO energy**: -10.37 eV
**Spin multiplicity**: 1
**Net charge**: 0

---

# 2
Molecular formula: C3H8NO3
Method: DFT, ωB97M-V/def2-TZVPD

Geometry as XYZ:
```
15
Properties=species:S:1:pos:R:3:lowdin_charge:R:1
O -0.39302 2.31052 0.27241 0.0128
O -1.88502 1.17965 1.55032 0.0353
O -0.70756 -2.22696 -1.22550 -0.4116
N 1.67368 0.20736 0.45036 -0.0749
C -1.42437 1.67108 0.37956 -0.4157
C -0.25840 -1.03195 -0.72419 -0.5479
C 1.25973 -1.07125 -0.23421 -0.3026
H 2.68624 0.35716 0.65989 0.0391
H -0.79794 -0.73808 0.26115 0.0640
H 1.85572 -1.34577 -1.15943 0.0854
H 1.33413 1.06280 -0.13462 0.0624
H 1.34013 -1.94869 0.54067 0.1110
H -2.03073 1.42362 -0.56284 0.1487
H -2.26817 0.29683 1.40228 0.1057
H -0.38444 -0.14631 -1.47586 0.0882
```

Computed properties:
**Maximum force**: 2.8 eV/Å
**Gap between HOMO and LUMO**: 0.2246 Ha
**LUMO energy**: 3.592 eV
**Molar mass**: 106.10 g mol⁻¹
**HOMO energy**: -2.52 eV
**Spin multiplicity**: 1
**Net charge**: -1

---

# 3
Molecular formula: C2H2OS
Method: DFT, ωB97M-V/def2-TZVPD

Geometry as XYZ:
```
6
Properties=species:S:1:pos:R:3:lowdin_charge:R:1
S -0.26492 1.91790 -0.65112 0.6493
O 0.10143 -1.88262 0.20381 0.0146
C -0.41965 0.55283 0.29659 -0.5674
C 0.37041 -0.75959 -0.24995 -0.2809
H -0.95793 0.57137 1.34207 0.0892
H 1.17065 -0.39988 -0.94141 0.0952
```

Computed properties:
**Structure (SMILES)**: O=CC=S
**Maximum force**: 4.0 eV/Å
**Gap between HOMO and LUMO**: 0.2911 Ha
**LUMO energy**: -1.563 eV
**Molar mass**: 74.10 g mol⁻¹
**HOMO energy**: -9.49 eV
**Spin multiplicity**: 1
**Net charge**: 0

---

# 4
Molecular formula: C5H8O2
Method: DFT, ωB97M-V/def2-TZVPD

Geometry as XYZ:
```
15
Properties=species:S:1:pos:R:3:lowdin_charge:R:1
O 2.51516 1.71653 1.16048 0.0617
O -0.51923 1.28834 -1.49974 0.0588
C 0.44970 0.45949 1.18951 -0.1508
C 0.04135 -0.83274 0.43543 -0.1935
C 1.67038 1.09250 0.58335 -0.2853
C -1.17532 -0.77704 -0.55382 -0.1497
C -0.92354 0.17849 -1.69679 -0.2554
H 0.86772 -1.33125 -0.07609 0.1111
H -1.26106 -1.80943 -0.89401 0.1066
H 0.63119 0.29816 2.25195 0.1179
H -1.31649 -0.13028 -2.68682 0.1207
H -0.43369 1.08891 1.04402 0.1173
H 1.83908 0.72703 -0.45243 0.1169
H -0.32753 -1.51474 1.19876 0.1018
H -2.05770 -0.45397 -0.00379 0.1216
```

Computed properties:
**Structure (SMILES)**: O=CCCCC=O
**Maximum force**: 2.0 eV/Å
**Gap between HOMO and LUMO**: 0.3750 Ha
**LUMO energy**: 0.547 eV
**Molar mass**: 100.12 g mol⁻¹
**HOMO energy**: -9.66 eV
**Spin multiplicity**: 1
**Net charge**: 0

---

# 5
Molecular formula: C30H27N2O2PtSb
Method: DFT, ωB97M-V/def2-TZVPD

Geometry as XYZ:
```
63
Properties=species:S:1:pos:R:3:lowdin_charge:R:1
Pt -1.45596 -1.37647 -0.80101 0.9958
Sb -0.69252 1.20920 -1.00930 1.5240
O -3.38573 -0.96995 -0.62544 -0.2877
O 0.45019 -1.91206 -0.91473 -0.2761
N -1.36397 -2.56932 0.72615 -0.1617
N -0.10016 -3.11304 0.98328 0.0945
C -5.46104 -0.80407 0.45493 -0.0220
C 0.71230 1.27657 -3.62792 -0.1534
C -0.07224 1.10485 1.02328 -0.3642
C 1.69717 1.19391 -4.60116 -0.0834
C -1.95239 -3.35394 2.92761 -0.0270
C 2.17304 -3.11340 0.19424 -0.1489
C -4.04099 -1.30689 0.43841 -0.4612
C 3.34751 0.89869 -2.88791 -0.0857
C 1.02884 1.17965 -2.27221 -0.3837
C 1.40290 0.50786 2.83926 -0.0768
C 0.75180 -2.70158 0.09420 -0.4514
C 3.01998 0.99828 -4.23143 -0.0855
C 2.35977 0.99158 -1.91522 -0.1185
C -0.29802 4.17613 -1.75281 -0.1166
C 0.41397 0.81440 3.76148 -0.0883
C 3.10055 -2.59342 -0.70248 -0.0259
C -2.36413 3.74831 -0.59976 -0.1381
C 2.59062 -4.00102 1.18298 -0.0295
C 4.85237 -3.83453 0.38107 -0.0931
C -1.16631 3.28084 -1.13637 -0.3635
C -0.61878 5.52630 -1.81502 -0.0821
C -0.82602 1.25204 3.31852 -0.0850
C -1.80646 5.98792 -1.26765 -0.0878
C 3.92518 -4.35929 1.27352 -0.0836
C 4.43754 -2.95281 -0.60615 -0.0804
C -3.57468 -2.06689 1.49057 -0.0366
C -2.28438 -2.64410 1.64814 -0.3226
C -1.06733 1.38737 1.95924 -0.1416
C -2.67999 5.09825 -0.65859 -0.0868
C 1.16140 0.65035 1.47881 -0.1144
H -2.05331 1.70561 1.63567 0.0861
H 5.89489 -4.11750 0.45389 0.0993
H -1.18006 -2.79610 3.45995 0.0852
H 1.85928 -4.39954 1.87285 0.1077
H 4.37778 0.74791 -2.58966 0.1046
H 1.42970 1.27545 -5.64696 0.1039
H 2.36611 0.14411 3.17429 0.1063
H 4.24494 -5.05127 2.04224 0.1006
H 0.60462 0.70237 4.82122 0.1018
H -6.15697 -1.62740 0.28650 0.0872
H -3.06471 3.06346 -0.13483 0.0903
H -4.26616 -2.23104 2.30471 0.1015
H -5.59908 -0.06720 -0.33278 0.0798
H 5.15611 -2.54491 -1.30610 0.1000
H -2.83707 -3.43747 3.55378 0.0741
H -1.60957 1.48072 4.03009 0.1034
H 3.79102 0.92103 -4.98717 0.1025
H -5.69957 -0.35629 1.41950 0.0819
H -3.61046 5.45365 -0.23432 0.1036
H -0.31918 1.41252 -3.93927 0.0950
H 2.76090 -1.91656 -1.47471 0.1015
H -1.54397 -4.34211 2.72380 0.0809
H 2.65448 0.91804 -0.87896 0.0783
H 0.06431 6.21786 -2.29189 0.1042
H -2.05402 7.04039 -1.31910 0.1027
H 0.63443 3.82841 -2.18067 0.0922
H 1.94153 0.36609 0.78739 0.0743
```

Computed properties:
**Maximum force**: 1.0 eV/Å
**Gap between HOMO and LUMO**: 0.2790 Ha
**LUMO energy**: 0.272 eV
**Molar mass**: 764.40 g mol⁻¹
**HOMO energy**: -7.32 eV
**Spin multiplicity**: 1
**Net charge**: 0

---

# 6
Molecular formula: C2H5NO2
Method: DFT, ωB97M-V/def2-TZVPD

Geometry as XYZ:
```
10
Properties=species:S:1:pos:R:3:lowdin_charge:R:1
O 1.20631 0.84538 1.02906 0.1124
O 1.77568 0.02019 -0.97026 0.0875
N -1.50646 0.17264 0.45585 0.0115
C -0.41555 -0.47211 -0.20810 -0.1999
C 0.90279 0.22110 0.05497 -0.5191
H 2.59963 0.45346 -0.70569 0.1205
H -0.32277 -1.47348 0.18719 0.1267
H -1.48580 1.17475 0.45299 0.0776
H -0.59223 -0.59396 -1.28735 0.1174
H -2.16161 -0.34798 0.99134 0.0654
```

Computed properties:
**Structure (SMILES)**: NCC(=O)O
**Maximum force**: 0.8 eV/Å
**Gap between HOMO and LUMO**: 0.3655 Ha
**LUMO energy**: 0.811 eV
**Molar mass**: 75.07 g mol⁻¹
**HOMO energy**: -9.13 eV
**Spin multiplicity**: 1
**Net charge**: 0

---

# 7
Molecular formula: C24H31NO3
Method: DFT, ωB97M-V/def2-TZVPD

Geometry as XYZ:
```
59
Properties=species:S:1:pos:R:3:lowdin_charge:R:1
O 3.36854 1.90746 1.65202 -0.0473
O -3.44370 -0.87505 1.19334 -0.0706
O 3.72899 0.16222 -0.47201 -0.0798
N -1.64142 2.07345 0.69897 -0.1440
C -3.60173 -0.55744 -0.12640 -0.2221
C -0.85396 0.91127 1.05835 -0.1732
C 6.91512 -1.50890 -0.14867 -0.0838
C -4.04312 -1.07053 -2.43574 -0.0829
C 4.25064 -2.22523 -0.44168 -0.0226
C -3.91342 0.26326 -2.76916 -0.0912
C 4.60491 -0.88359 -0.38800 -0.2590
C -1.07828 2.73911 -0.45596 -0.1913
C 1.60315 1.21127 -0.88507 -0.0930
C -3.06886 1.81027 0.59831 -0.1305
C 2.54725 2.76214 0.90785 -0.2202
C 0.54783 1.35576 1.46126 -0.1083
C 6.56383 -2.84889 -0.20906 -0.1019
C 5.94637 -0.53168 -0.23623 -0.0068
C 1.27166 2.10033 0.33291 -0.4291
C 0.33463 3.22755 -0.13804 -0.1183
C -3.45502 0.79960 -0.45743 -0.1354
C -5.40020 -3.93535 1.27384 0.0080
C -3.62608 1.18611 -1.77676 -0.0476
C 2.34898 -0.10320 -0.65578 -0.1741
C -5.04837 -2.68390 1.49751 -0.1625
C -3.89777 -1.48138 -1.12103 -0.0141
C -3.62756 -2.21013 1.61190 -0.2004
C 5.23467 -3.19731 -0.35314 -0.0865
H -4.03975 0.58660 -3.79132 0.0993
H 0.25601 3.96636 0.66074 0.1224
H 2.22210 -0.73206 -1.54776 0.1328
H -6.43241 -4.23527 1.22688 0.0551
H 0.45671 2.04111 2.30535 0.1322
H 0.75321 3.72152 -1.01731 0.1241
H 3.71279 1.23621 1.04357 0.0582
H -3.54219 2.23341 -2.02923 0.1114
H 0.66939 0.95047 -1.38362 0.1084
H -4.02802 -2.52440 -0.88079 0.0993
H 7.32222 -3.61376 -0.14174 0.0988
H -4.26901 -1.80362 -3.19603 0.1033
H 6.20201 0.51541 -0.18984 0.1197
H 1.13228 0.50098 1.80087 0.1122
H 2.19584 1.80318 -1.58748 0.1319
H -3.40051 1.45530 1.57653 0.1234
H 3.11227 3.22606 0.08482 0.1309
H -4.66844 -4.71529 1.13622 0.0626
H 3.22044 -2.52647 -0.54918 0.1036
H -3.55935 2.76483 0.38641 0.1259
H 2.25263 3.55329 1.60327 0.1254
H -3.34110 -2.19191 2.67102 0.1359
H 7.95017 -1.22461 -0.03250 0.1042
H 1.94910 -0.64547 0.20943 0.1286
H -2.94170 -2.88756 1.08506 0.1315
H -0.80135 0.17654 0.23456 0.1289
H -1.33894 0.42473 1.90703 0.1232
H 4.94971 -4.23826 -0.39728 0.1036
H -5.78980 -1.90809 1.63267 0.1149
H -1.70267 3.60651 -0.68873 0.1238
H -1.06873 2.08703 -1.34773 0.1128
```

Computed properties:
**Structure (SMILES)**: C=CCOc1ccccc1CN1CCC(CO)(CCOc2ccccc2)CC1
**Maximum force**: 0.6 eV/Å
**Gap between HOMO and LUMO**: 0.3284 Ha
**LUMO energy**: 0.635 eV
**Molar mass**: 381.52 g mol⁻¹
**HOMO energy**: -8.30 eV
**Spin multiplicity**: 1
**Net charge**: 0

---

# 8
Molecular formula: C26H27NO7
Method: DFT, ωB97M-V/def2-TZVPD

Geometry as XYZ:
```
61
Properties=species:S:1:pos:R:3:lowdin_charge:R:1
O -2.86757 0.88310 0.58400 0.1306
O 0.65587 -5.96035 -0.84869 0.0693
O 0.05603 -3.39182 -3.20183 -0.0476
O -0.56297 0.97538 -1.67777 0.1370
O 2.39679 6.92936 2.31597 -0.0821
O -0.77614 0.20821 0.96973 0.1195
O -1.23425 2.76009 -0.60447 0.0984
N -1.12235 -4.57846 -1.11400 0.0939
C 0.47939 -4.70320 -2.89922 -0.0905
C -2.59534 -1.00262 1.99006 -0.2139
C 0.25548 -0.09544 -1.74932 -0.1893
C -1.04000 -2.95533 1.51523 -0.1446
C 1.48899 -0.11079 -1.07955 -0.1494
C -3.15760 -2.75857 0.25015 -0.1508
C 3.18998 6.94961 3.47764 -0.0907
C 1.40329 3.37775 0.39486 -0.1751
C 0.95781 4.62088 -0.05986 -0.0096
C -0.29950 2.01866 -0.84682 -0.4019
C -1.81987 -4.93486 0.09731 -0.1355
C 2.54905 4.49517 2.20844 -0.0159
C 2.11070 5.73046 1.74171 -0.2748
C 2.19842 3.33919 1.53652 -0.0190
C 1.89018 1.08177 -0.41173 0.0664
C 2.23289 -1.29429 -1.10165 0.0021
C -1.53151 -1.94893 2.55423 -0.1415
C 0.02892 -5.15315 -1.49918 -0.4814
C -2.22850 -3.74040 0.96564 -0.3092
C 0.57353 -2.36160 -2.47289 -0.2580
C 1.05031 2.14540 -0.31153 -0.0795
C 1.30976 5.77650 0.59816 0.0106
C -1.96792 0.07354 1.11836 -0.4680
C -0.18420 -1.19715 -2.46440 0.0893
C -3.71383 -1.75710 1.26011 -0.1404
C 1.77807 -2.41114 -1.76286 0.0013
H -2.77631 -4.16828 1.81419 0.1470
H 3.15699 4.41957 3.09647 0.1021
H 3.17206 -1.33020 -0.57093 0.1216
H -1.58254 -3.94557 -1.75072 0.1400
H 2.52412 2.38685 1.92723 0.1148
H -1.95681 -2.48972 3.40262 0.1206
H -2.60415 -2.21997 -0.52276 0.1136
H -2.44565 1.62603 0.08503 0.0978
H -0.01123 -5.34333 -3.63912 0.1422
H -4.36274 -1.03672 0.76066 0.1139
H -0.32017 -3.63295 1.97769 0.1235
H -3.98570 -3.29046 -0.22469 0.1198
H 1.56089 -4.83541 -2.99886 0.1287
H -1.14647 -5.58963 0.65608 0.1249
H 3.28100 7.99888 3.75404 0.0926
H -1.12230 -1.15806 -2.99409 0.1391
H 2.71644 6.40017 4.29766 0.0955
H -2.72041 -5.50540 -0.16563 0.1281
H -0.68933 -1.35585 2.91315 0.1162
H -4.31120 -2.29509 1.99999 0.1217
H 2.35938 -3.31765 -1.72601 0.1142
H 0.97397 6.73988 0.24872 0.1194
H 0.33691 4.67784 -0.93956 0.1180
H 2.87887 1.12031 0.02196 0.1317
H -3.05170 -0.44736 2.81945 0.1568
H 4.18719 6.53760 3.29149 0.0951
H -0.53163 -2.42739 0.70625 0.1112
```

Computed properties:
**Structure (SMILES)**: COc1ccc(-c2cc3ccc(OCC(=O)NC[C@H]4CC[C@@H](C(=O)O)CC4)cc3oc2=O)cc1
**Maximum force**: 1.0 eV/Å
**Gap between HOMO and LUMO**: 0.2875 Ha
**LUMO energy**: -0.072 eV
**Molar mass**: 465.50 g mol⁻¹
**HOMO energy**: -7.90 eV
**Spin multiplicity**: 1
**Net charge**: 0